1.
The following is a quantum chemistry calculation of a cluster of 28 separate species, C27H108F2NO31S2 in total, from the OMol25 dataset.

```
171
Properties=species:S:1:pos:R:3
N -15.857 15.890 17.916
S -16.112 14.445 18.104
O -16.557 13.965 19.406
O -15.345 13.427 17.313
F -17.473 14.392 17.185
S -14.455 15.747 18.921
O -13.318 14.951 18.469
O -14.651 15.836 20.368
F -13.937 17.247 18.550
C -22.737 12.872 21.131
O -21.571 13.712 21.061
H -23.596 13.542 21.085
H -22.681 12.309 20.199
H -22.876 12.141 21.927
H -20.780 13.244 21.337
C -10.631 13.447 14.706
O -10.734 12.303 15.501
H -11.641 13.856 14.689
H -9.947 14.194 15.108
H -10.255 13.138 13.731
H -11.455 11.731 15.228
C -20.905 15.612 14.796
O -20.400 16.628 15.636
H -20.656 14.591 15.085
H -21.982 15.742 14.694
H -20.557 15.746 13.772
H -19.446 16.525 15.622
C -9.810 16.579 16.818
O -8.986 16.760 15.662
H -9.262 15.854 17.421
H -9.956 17.548 17.296
H -10.758 16.094 16.584
H -8.175 17.142 16.007
C -17.522 9.658 17.389
O -17.135 8.302 17.226
H -18.264 9.615 18.187
H -16.756 10.386 17.656
H -18.084 10.008 16.524
H -17.859 7.921 16.725
C -20.365 12.794 17.524
O -20.482 11.440 17.138
H -19.697 12.893 18.380
H -19.771 13.241 16.726
H -21.367 13.194 17.680
H -20.777 11.408 16.225
C -23.208 15.715 18.866
O -21.835 15.653 19.206
H -23.428 14.697 18.545
H -23.836 15.976 19.718
H -23.386 16.427 18.060
H -21.831 15.001 19.911
C -15.689 19.531 20.803
O -17.017 19.230 21.206
H -15.186 20.140 21.553
H -15.191 18.563 20.746
H -15.720 20.047 19.843
H -17.431 18.797 20.456
C -10.955 15.112 21.716
O -10.406 13.821 21.518
H -10.878 15.723 20.817
H -12.026 15.150 21.912
H -10.380 15.626 22.487
H -11.085 13.318 21.063
C -14.079 15.491 14.928
O -14.587 16.652 15.566
H -13.507 15.904 14.096
H -13.383 14.964 15.581
H -14.858 14.774 14.670
H -15.019 16.389 16.382
C -17.414 14.464 13.611
O -17.343 15.845 13.492
H -16.679 13.973 12.973
H -17.216 14.181 14.644
H -18.413 14.118 13.346
H -17.309 16.238 14.367
C -13.497 22.019 19.748
O -13.545 22.473 21.086
H -13.097 21.027 19.540
H -14.517 22.034 19.364
H -12.914 22.675 19.102
H -13.598 23.431 21.128
C -11.850 18.588 20.465
O -10.506 18.814 20.360
H -12.118 17.582 20.787
H -12.235 19.276 21.217
H -12.291 18.792 19.490
H -10.314 19.582 19.818
C -18.893 21.310 18.566
O -19.293 20.127 19.293
H -19.497 22.139 18.935
H -17.838 21.565 18.674
H -19.097 21.116 17.514
H -18.982 19.331 18.857
C -7.677 14.230 19.808
O -6.538 13.394 19.526
H -7.466 15.295 19.714
H -8.586 13.938 19.281
H -8.033 14.151 20.835
H -6.652 12.541 19.951
C -14.839 10.403 20.028
O -13.988 10.350 21.130
H -15.711 9.800 20.285
H -15.215 11.408 19.839
H -14.360 10.054 19.114
H -13.696 9.436 21.165
C -12.848 19.671 16.280
O -13.491 19.176 15.107
H -13.494 20.406 16.761
H -12.525 18.830 16.894
H -11.893 20.166 16.107
H -13.901 18.331 15.307
C -17.587 16.039 22.342
O -17.434 15.440 23.549
H -17.864 15.291 21.599
H -18.388 16.776 22.286
H -16.624 16.423 22.006
H -16.494 15.321 23.703
C -18.204 12.340 22.150
O -19.602 12.178 22.017
H -17.952 12.814 23.099
H -17.670 11.407 21.969
H -17.837 12.976 21.344
H -19.847 11.580 22.727
C -12.935 17.361 23.857
O -12.680 18.393 24.782
H -12.942 16.359 24.285
H -13.922 17.559 23.438
H -12.233 17.383 23.023
H -12.770 19.270 24.401
C -17.395 18.450 15.861
O -17.641 17.068 16.022
H -16.465 18.743 16.348
H -17.412 18.691 14.798
H -18.130 19.093 16.345
H -17.105 16.767 16.758
C -11.468 11.830 18.720
O -11.744 11.842 20.127
H -10.933 10.958 18.342
H -12.381 11.989 18.146
H -10.888 12.708 18.435
H -12.489 11.249 20.242
C -14.640 13.153 22.603
O -14.776 14.546 22.855
H -15.577 12.749 22.220
H -13.787 12.971 21.949
H -14.325 12.492 23.411
H -14.740 15.038 22.031
C -19.242 16.940 18.946
O -17.935 17.496 19.155
H -19.865 17.364 18.159
H -19.122 15.882 18.715
H -19.728 17.009 19.919
H -17.296 17.009 18.629
C -15.210 7.793 14.707
O -14.932 8.865 15.628
H -14.662 7.937 13.776
H -14.851 6.865 15.150
H -16.274 7.720 14.482
H -15.563 8.757 16.344
C -14.024 11.801 14.111
O -13.181 10.970 14.853
H -14.881 11.176 13.859
H -14.373 12.564 14.807
H -13.558 12.324 13.276
H -13.680 10.263 15.269
C -18.259 10.326 13.422
O -17.332 10.380 12.360
H -19.021 9.571 13.231
H -17.738 10.014 14.326
H -18.749 11.281 13.614
H -17.295 9.478 12.034
```

multiplicity: 1
charge: -1
E_HOMO: -7.163 eV
energy: -4476.32097 Eh

***

2.
The following is a quantum chemistry calculation of an isolated molecule of C4H8O2, from the OMol25 dataset.

```
14
Properties=species:S:1:pos:R:3
C -1.156 1.604 0.179
O -0.205 0.928 -0.624
C 0.013 -0.425 -0.302
C 1.267 -0.941 -0.994
C 0.126 -0.665 1.196
O 0.000 -1.764 1.680
H -1.624 2.378 -0.434
H -1.944 0.932 0.549
H -0.686 2.095 1.043
H -0.801 -1.088 -0.639
H 1.123 -1.026 -2.074
H 2.138 -0.301 -0.809
H 1.417 -1.950 -0.599
H 0.333 0.223 1.829
```

relative energy (zero: lowest compared OMol25 entry of this formula, charge and spin): 39.45 kcal/mol
multiplicity: 1
E_HOMO: -9.684 eV
energy: -307.64956 Eh

***

| no. | frontier orbital gap (eV) |
| --- | --- |
| 1 | 8.3 |
| 2 | 10.5 |